C62H156N21O22P7 | ωB97M-V with the def2-TZVPD basis set

Structure (XYZ):
```
268
Properties=species:S:1:pos:R:3:mulliken_charge:R:1
C -3.25 5.56 -1.76 -1.648
C -2.65 4.13 -1.62 0.828
C -3.15 3.29 -0.47 1.033
O -3.36 1.96 -0.98 0.101
C -3.24 2.06 -2.30 0.258
O -3.54 1.18 -3.11 -0.605
O -2.79 3.29 -2.70 -0.435
H -3.23 6.02 -2.75 0.363
H -2.73 6.18 -1.03 0.305
H -4.30 5.60 -1.47 0.414
H -1.58 4.32 -1.59 -0.074
H -4.11 3.68 -0.13 0.291
H -2.47 3.27 0.39 -0.709
C 5.60 -2.51 -0.68 -1.407
C 5.95 -2.55 -2.16 0.275
C 4.91 -3.20 -2.99 0.154
O 4.74 -2.32 -4.03 -0.384
C 5.25 -1.12 -3.73 0.679
O 5.02 -0.14 -4.37 -0.531
O 5.94 -1.21 -2.60 -0.270
H 5.80 -3.48 -0.22 0.587
H 4.56 -2.25 -0.52 0.167
H 6.17 -1.78 -0.10 0.353
H 6.93 -3.00 -2.31 0.393
H 3.95 -3.33 -2.49 -0.285
H 5.30 -4.08 -3.51 0.380
C -1.57 3.38 -5.78 -1.058
C -0.21 3.34 -6.56 0.487
C 1.07 3.38 -5.68 -0.305
O 1.53 2.05 -5.74 -0.211
C 0.98 1.40 -6.79 0.579
O 1.20 0.26 -7.20 -0.581
O 0.01 2.13 -7.27 -0.364
H -1.70 2.52 -5.13 0.007
H -2.34 3.31 -6.54 0.365
H -1.67 4.22 -5.09 0.333
H -0.23 4.25 -7.16 0.359
H 0.94 3.69 -4.64 0.130
H 1.80 3.98 -6.22 0.322
C -0.37 7.07 4.12 -0.983
C 0.12 7.25 2.69 0.214
C 1.65 7.09 2.39 -0.446
O 1.56 6.39 1.15 -0.296
C 0.40 5.84 0.95 0.146
O 0.15 5.05 -0.01 -0.411
O -0.42 6.22 1.92 -0.035
H -1.45 6.92 4.08 0.110
H -0.16 7.91 4.78 0.451
H 0.12 6.20 4.57 0.154
H -0.30 8.19 2.34 0.335
H 2.12 6.54 3.21 0.289
H 2.09 8.07 2.22 0.364
C -2.62 3.37 3.46 -0.651
C -3.74 4.42 3.21 0.420
C -3.95 5.49 4.22 -0.523
O -4.21 6.56 3.41 -0.408
C -3.75 6.37 2.18 0.247
O -3.59 7.22 1.35 -0.565
O -3.30 5.12 2.11 0.353
H -2.43 2.75 2.58 -0.262
H -3.02 2.71 4.23 0.161
H -1.71 3.85 3.82 0.243
H -4.72 3.99 3.00 0.405
H -3.10 5.49 4.91 0.248
H -4.82 5.26 4.84 0.403
O -4.37 -4.54 -7.41 -0.849
P -3.83 -3.41 -6.59 0.160
N -5.08 -2.47 -5.82 0.264
C -6.22 -2.16 -6.73 -0.986
C -4.75 -1.41 -4.87 -0.687
N -2.98 -2.18 -7.43 0.530
C -2.28 -1.09 -6.71 -0.598
C -3.24 -1.95 -8.84 -1.166
N -2.87 -3.93 -5.34 0.720
C -1.38 -4.05 -5.42 -0.631
C -3.45 -4.91 -4.44 -0.830
H -7.00 -1.62 -6.20 0.296
H -6.63 -3.07 -7.16 0.283
H -5.85 -1.50 -7.51 0.302
H -4.05 -1.75 -4.11 -0.326
H -5.66 -1.02 -4.41 0.654
H -4.37 -0.51 -5.34 0.304
H -1.31 -0.94 -7.17 0.558
H -2.80 -0.13 -6.79 0.315
H -2.19 -1.34 -5.65 -0.469
H -3.85 -1.05 -8.80 0.337
H -2.25 -1.79 -9.26 0.354
H -3.74 -2.83 -9.26 0.291
H -1.12 -4.90 -6.04 0.361
H -0.93 -3.11 -5.75 0.144
H -1.04 -4.16 -4.39 0.049
H -4.47 -4.58 -4.21 0.382
H -2.94 -4.94 -3.48 -0.040
H -3.44 -5.94 -4.79 0.253
O 1.64 1.01 6.14 -0.883
P 2.66 1.38 5.15 -0.040
N 3.12 0.10 4.04 0.607
C 4.38 -0.02 3.35 -0.970
C 2.23 -1.05 3.80 -0.315
N 4.11 2.04 5.74 0.428
C 5.21 1.14 6.19 -1.069
C 3.96 3.12 6.68 -1.058
N 2.22 2.67 4.00 0.674
C 3.14 3.04 2.92 -1.728
C 0.86 3.09 3.83 -0.380
H 5.18 -0.48 3.92 0.209
H 4.62 1.01 3.06 0.282
H 4.32 -0.55 2.39 0.242
H 2.65 -2.03 4.02 0.339
H 2.03 -0.99 2.73 -0.181
H 1.25 -0.98 4.28 -0.003
H 4.84 0.20 6.59 0.350
H 5.94 0.97 5.40 0.268
H 5.82 1.57 6.99 0.450
H 3.56 2.94 7.68 0.339
H 4.88 3.69 6.78 0.425
H 3.25 3.83 6.27 0.264
H 2.97 4.06 2.59 0.125
H 4.19 2.96 3.22 0.622
H 3.13 2.45 2.01 0.801
H 0.27 2.18 3.70 0.033
H 0.69 3.71 2.95 -0.187
H 0.54 3.65 4.71 0.219
O -0.33 -2.90 6.61 -0.945
P -1.64 -2.96 5.95 0.430
N -2.48 -1.42 5.88 0.445
C -3.29 -0.88 7.00 -0.888
C -1.97 -0.42 4.93 -0.879
N -2.75 -4.10 6.61 0.415
C -4.13 -4.02 6.40 -0.987
C -2.31 -5.36 7.17 -1.148
N -1.58 -3.63 4.35 0.755
C -0.48 -4.48 3.96 -1.209
C -2.71 -3.60 3.39 0.519
H -3.60 -1.66 7.69 0.343
H -4.10 -0.41 6.43 0.289
H -2.83 -0.06 7.55 0.267
H -2.63 0.45 4.84 0.023
H -1.91 -0.81 3.91 -0.309
H -1.01 0.04 5.14 0.803
H -4.47 -3.02 6.11 0.101
H -4.44 -4.66 5.58 0.318
H -4.71 -4.24 7.29 0.332
H -1.30 -5.39 7.57 0.291
H -2.95 -5.57 8.03 0.414
H -2.51 -6.26 6.60 0.346
H 0.43 -3.95 4.24 0.300
H -0.46 -5.41 4.54 0.290
H -0.41 -4.71 2.90 0.368
H -2.34 -3.31 2.41 -0.788
H -3.38 -2.86 3.83 -0.314
H -3.27 -4.54 3.34 0.312
O 7.02 5.01 -3.77 -0.792
P 7.01 4.70 -2.30 0.328
N 7.61 3.12 -1.90 0.436
C 6.82 1.94 -2.18 -0.596
C 9.10 2.89 -1.90 -0.912
N 5.40 4.81 -1.60 0.531
C 5.11 4.25 -0.25 -0.754
C 4.44 5.77 -2.20 -0.985
N 7.76 5.82 -1.32 0.349
C 8.17 5.70 0.08 -1.073
C 8.19 7.12 -1.92 -0.962
H 7.10 1.66 -3.19 0.524
H 5.76 2.17 -2.10 -0.388
H 7.06 1.11 -1.52 0.458
H 9.55 2.84 -2.89 0.355
H 9.41 1.97 -1.41 0.303
H 9.59 3.73 -1.41 0.244
H 5.73 3.38 -0.04 0.439
H 5.44 5.08 0.37 0.483
H 4.06 3.96 -0.16 -0.110
H 3.58 5.28 -2.65 0.258
H 4.09 6.43 -1.41 0.473
H 4.84 6.42 -2.98 0.352
H 9.25 5.54 0.13 0.411
H 8.02 6.65 0.60 0.364
H 7.75 4.85 0.62 0.325
H 8.24 7.99 -1.27 0.360
H 7.35 7.44 -2.53 0.321
H 9.03 6.93 -2.58 0.314
O 1.92 -1.86 -1.28 -0.664
P 1.22 -0.57 -1.07 -1.533
N 0.05 -0.20 -2.24 1.338
C 0.50 0.16 -3.63 -1.097
C -1.14 -1.09 -2.31 0.728
N 2.14 0.85 -0.98 1.859
C 3.62 0.90 -1.18 -0.161
C 1.51 2.17 -1.21 -0.921
N 0.33 -0.55 0.48 1.311
C -0.02 -1.80 1.12 0.526
C -0.43 0.62 0.92 0.754
H 0.81 -0.75 -4.15 0.500
H 1.30 0.89 -3.70 0.085
H -0.25 0.70 -4.21 -0.011
H -0.81 -2.09 -2.02 -0.442
H -1.52 -1.01 -3.33 -0.011
H -1.90 -0.70 -1.63 -0.787
H 3.92 1.54 -2.01 0.586
H 4.07 1.09 -0.20 0.144
H 3.98 -0.10 -1.41 -0.962
H 1.73 2.37 -2.26 0.690
H 0.43 2.28 -1.16 -0.057
H 2.03 2.90 -0.59 -0.376
H -0.61 -2.42 0.45 -0.440
H 0.85 -2.36 1.46 -0.159
H -0.62 -1.65 2.02 -0.282
H 0.13 1.55 0.90 -0.179
H -0.83 0.46 1.92 -0.512
H -1.37 0.74 0.37 -0.086
O -5.70 -3.07 2.51 -0.855
P -5.76 -1.80 1.73 0.063
N -4.97 -1.89 0.20 0.501
C -5.37 -1.00 -0.93 -0.118
C -3.64 -2.51 0.03 -0.475
N -5.26 -0.38 2.56 0.949
C -4.44 0.64 2.02 -0.677
C -5.48 -0.33 4.05 -0.910
N -7.41 -1.39 1.31 0.113
C -8.24 -2.53 0.70 -1.113
C -7.79 -0.03 0.96 -0.832
H -6.31 -1.31 -1.37 0.370
H -4.56 -0.92 -1.66 -0.690
H -5.44 0.02 -0.58 0.097
H -3.43 -3.28 0.77 0.181
H -2.98 -1.67 0.26 0.210
H -3.46 -2.81 -1.00 0.237
H -3.41 0.31 1.98 0.301
H -4.70 0.97 1.01 -0.078
H -4.51 1.53 2.64 0.173
H -4.88 -1.08 4.57 -0.085
H -5.12 0.63 4.41 0.354
H -6.52 -0.45 4.37 0.407
H -8.85 -2.08 -0.09 0.462
H -7.55 -3.18 0.17 0.335
H -8.78 -3.01 1.51 0.274
H -7.44 0.12 -0.06 0.325
H -7.34 0.74 1.58 0.093
H -8.88 0.00 0.88 0.462
O 0.20 -6.83 1.42 -0.948
P 0.90 -6.64 0.11 0.482
N 0.28 -5.42 -0.94 0.982
C 0.95 -5.04 -2.14 -0.670
C -1.16 -5.42 -1.07 -1.079
N 0.79 -8.08 -0.89 0.214
C -0.15 -9.15 -0.46 -0.991
C 1.36 -8.14 -2.25 -1.073
N 2.59 -6.21 0.24 0.570
C 2.94 -4.89 0.77 -0.481
C 3.58 -7.21 0.50 -1.101
H 0.66 -5.65 -3.00 0.164
H 2.03 -5.06 -2.08 0.417
H 0.65 -4.02 -2.37 -0.399
H -1.58 -4.42 -1.19 -0.144
H -1.65 -5.85 -0.19 0.548
H -1.57 -5.97 -1.92 0.328
H 0.02 -9.48 0.57 0.269
H -1.19 -8.84 -0.57 0.285
H -0.06 -10.03 -1.10 0.365
H 2.15 -7.44 -2.52 0.286
H 1.70 -9.14 -2.51 0.391
H 0.57 -7.94 -2.97 0.363
H 2.35 -4.17 0.21 0.023
H 2.82 -4.84 1.86 0.349
H 3.94 -4.55 0.54 -0.042
H 4.59 -6.82 0.43 0.283
H 3.41 -8.09 -0.12 0.282
H 3.47 -7.54 1.54 0.380
```

Results
Kohn-Sham gap (alpha / beta) (eV): 6.097 / 1.891
Multiplicity: 2
HOMO level (alpha / beta) (eV): -8.61 / -8.61
E_LUMO (alpha / beta) (eV): -2.517 / -6.723
Total charge: +1